# 1
The following is a DFT calculation (ωB97M-V/def2-TZVPD) of a 13-piece molecular cluster, C34H62B2Cl24O4 overall at a distorted geometry.

Values from the calculation:
E_tot (hartree): -12728.088630

Each line ends with the Löwdin charge.
Element x y z (Å)
C -0.27037 -0.18395 0.85189  -0.07
C -1.58833 0.23811 1.54599  -0.16
B -2.80711 0.28774 0.55598  -0.42
O -3.08509 -0.71356 -0.32916  0.15
C -3.73586 1.58966 0.60246  0.03
C -4.60985 1.81129 1.56135  0.02
B -4.93826 0.85670 2.78625  -0.40
O -3.94952 0.38604 3.62457  0.11
C -6.43967 0.46413 3.07695  -0.14
C -7.02480 1.15066 4.32027  -0.10
C -5.37176 3.08155 1.52383  -0.36
O -5.85209 3.55229 2.51455  0.11
C -5.49332 3.79838 0.23768  0.02
C -4.63249 3.56031 -0.69042  0.01
C -3.54269 2.58695 -0.47964  -0.33
O -2.54675 2.63550 -1.12329  0.14
H -0.13795 0.24081 -0.13446  0.07
H 0.55385 0.18564 1.45521  0.04
H -0.19635 -1.26287 0.86202  0.04
H -1.44681 1.22188 1.97746  0.08
H -1.78537 -0.44034 2.37258  0.08
H -3.46425 -1.48831 0.11206  0.05
H -3.79022 0.99458 4.35927  0.09
H -6.47684 -0.61575 3.22178  0.11
H -7.04972 0.71806 2.21193  0.10
H -6.81952 2.21102 4.35568  0.06
H -6.71500 0.67699 5.24047  0.07
H -8.10376 1.04976 4.28906  0.07
H -6.28464 4.51792 0.14851  0.12
H -4.73890 4.10592 -1.61049  0.06
Cl -1.03936 -4.04348 0.53994  0.57
C -2.27320 -5.16721 -0.08533  -0.65
C -3.52260 -4.44962 -0.52324  -0.66
Cl -4.40851 -3.75324 0.85807  0.56
H -2.48804 -5.89673 0.69171  0.06
H -1.83161 -5.68542 -0.93506  0.08
H -4.19714 -5.15012 -1.01167  0.04
H -3.29885 -3.64518 -1.22067  0.07
Cl -0.32869 6.58904 0.12139  0.53
C -0.26456 5.93411 -1.53444  -0.66
C -0.07765 4.43766 -1.54450  -0.65
Cl 1.54134 3.96204 -0.96202  0.57
H 0.53738 6.44243 -2.06447  0.07
H -1.21001 6.18602 -2.01308  0.07
H -0.17280 4.06195 -2.56205  0.08
H -0.81760 3.93685 -0.92556  0.04
Cl 2.51512 -0.21940 -3.12587  0.54
C 3.28445 1.38660 -3.00755  -0.68
C 3.35193 2.08329 -4.34128  -0.66
Cl 4.48675 1.28941 -5.46840  0.53
H 4.27323 1.25447 -2.57786  0.01
H 2.68244 1.97792 -2.31973  0.00
H 3.70584 3.10393 -4.20340  0.07
H 2.37638 2.11752 -4.82043  0.07
Cl -7.45618 -4.76988 2.90765  0.54
C -7.66275 -6.52484 2.65914  -0.69
C -6.38561 -7.16814 2.17933  -0.66
Cl -5.96034 -6.65935 0.52210  0.56
H -8.47543 -6.67264 1.95182  0.07
H -7.95786 -6.94801 3.61563  0.01
H -6.49827 -8.24723 2.15749  0.02
H -5.54922 -6.92387 2.83021  0.07
Cl -4.36855 7.54515 5.18165  0.54
C -4.25479 6.81754 3.55722  -0.71
C -3.72447 5.40858 3.60027  -0.67
Cl -2.00475 5.34497 4.07668  0.54
H -3.62615 7.46044 2.94573  0.02
H -5.25985 6.81554 3.13827  0.06
H -3.79453 4.96307 2.60902  0.05
H -4.28867 4.79073 4.29402  0.07
Cl 9.74658 0.83027 -1.95080  0.56
C 8.66745 0.83422 -3.37212  -0.67
C 7.91608 2.13085 -3.51115  -0.70
Cl 6.70691 2.35111 -2.21597  0.58
H 7.99303 -0.01311 -3.28022  0.05
H 9.29582 0.68066 -4.24788  0.06
H 7.37304 2.13978 -4.45429  0.02
H 8.58469 2.98238 -3.49224  0.01
Cl -4.37795 7.71105 0.40533  0.61
C -5.38068 8.56349 -0.79814  -0.64
C -6.34161 7.61374 -1.46131  -0.65
Cl -5.47733 6.46731 -2.52112  0.58
H -4.72603 9.03731 -1.52525  0.07
H -5.92379 9.34164 -0.26427  0.08
H -7.04407 8.15639 -2.09181  0.07
H -6.90830 7.04928 -0.72491  0.06
Cl 9.40563 -2.57231 -2.76775  0.56
C 10.43318 -2.49847 -1.31387  -0.67
C 10.73885 -3.86975 -0.77299  -0.67
Cl 9.29661 -4.66662 -0.08894  0.54
H 9.92814 -1.87888 -0.57787  0.05
H 11.35791 -2.00261 -1.60400  0.07
H 11.46993 -3.79456 0.03044  0.08
H 11.14366 -4.51548 -1.54413  0.00
Cl -8.36564 -9.71596 3.31062  0.61
C -8.86438 -10.41163 4.87541  -0.64
C -9.88006 -9.54689 5.57546  -0.66
Cl -9.17773 -8.00416 6.12546  0.56
H -7.97159 -10.54779 5.48020  0.07
H -9.29284 -11.39052 4.66701  0.07
H -10.25182 -10.06180 6.45980  0.07
H -10.72344 -9.32030 4.92803  0.07
Cl 1.59375 -1.30064 4.48846  0.54
C 1.56741 0.47316 4.31801  -0.65
C 0.56768 1.11873 5.24263  -0.63
Cl -1.10746 0.73650 4.77397  0.64
H 1.35309 0.70543 3.27674  0.04
H 2.56843 0.83076 4.55378  0.07
H 0.67215 2.20197 5.19732  0.07
H 0.71135 0.80167 6.27258  0.07
Cl 12.13877 -7.06627 -5.90527  0.54
C 12.04165 -7.49850 -4.17972  -0.66
C 11.80762 -6.29431 -3.30476  -0.67
Cl 13.22127 -5.20376 -3.26771  0.55
H 12.96116 -8.01224 -3.91072  0.07
H 11.21141 -8.19452 -4.07213  0.07
H 11.62689 -6.61708 -2.27982  0.07
H 10.94807 -5.71753 -3.64048  0.07
Cl 8.77164 4.55345 -5.61345  0.60
C 9.65356 4.10322 -7.09522  -0.64
C 8.83855 3.19444 -7.97871  -0.65
Cl 8.60686 1.58371 -7.25011  0.56
H 10.58966 3.63616 -6.79949  0.07
H 9.88104 5.02702 -7.62460  0.07
H 9.35492 3.04384 -8.92539  0.07
H 7.85690 3.61415 -8.18372  0.07

***

# 2
The following is a DFT calculation (ωB97M-V/def2-TZVPD) of C34H63AsNO7PSi4Y as an isolated structure.

Values from the calculation:
Net charge: -1
E_tot (hartree): -5688.626040

Each line ends with the Löwdin charge.
Element x y z (Å)
Y -0.45082 0.03342 0.29865  1.35
O -0.44898 0.78436 -2.40802  -0.14
C -0.16818 -0.30967 -3.27479  -0.20
C 0.93016 -1.13248 -2.64667  -0.15
N 0.56387 -1.69246 -1.34176  -0.20
C -0.47064 -2.72286 -1.46854  -0.10
C -1.88460 -2.11887 -1.53358  -0.66
O -2.75120 -2.69118 -2.17389  0.03
O -2.03444 -1.02521 -0.86074  -0.18
C 1.78860 -2.14874 -0.66705  -0.12
C 2.52748 -0.95882 -0.04274  -0.65
O 3.74056 -0.83935 -0.17068  0.02
O 1.75572 -0.15937 0.60356  -0.26
H -1.40195 0.88157 -2.28948  0.08
H 0.19118 0.07287 -4.23549  0.12
H -1.06389 -0.90457 -3.46148  0.12
H 1.80257 -0.49315 -2.50573  0.10
H 1.22237 -1.93974 -3.33530  0.14
H -0.44636 -3.34741 -0.57251  0.08
H -0.31076 -3.36721 -2.34051  0.14
H 2.44955 -2.70483 -1.34053  0.13
H 1.49310 -2.79275 0.15932  0.05
C -4.34362 1.07120 2.73004  0.00
C -3.16808 1.37482 1.83401  -0.36
O -2.30136 0.50404 1.72236  -0.10
C -3.10684 2.66324 1.15358  -0.10
C -4.04862 3.66194 1.47193  -0.05
C -4.04475 4.89285 0.86574  -0.11
C -3.08027 5.15109 -0.11864  -0.09
C -2.15414 4.20358 -0.46535  -0.02
C -2.11937 2.92511 0.15921  -0.37
O -1.21724 2.08151 -0.19676  -0.24
H -4.24581 0.05704 3.10068  0.05
H -5.27783 1.17662 2.17739  0.10
H -4.37098 1.75909 3.57701  0.09
H -4.79766 3.45606 2.22436  0.10
H -4.77250 5.64555 1.13635  0.09
H -3.06446 6.11407 -0.61665  0.10
H -1.40920 4.39730 -1.22648  0.10
C -4.03655 -2.55155 1.62149  -0.21
Si -2.59791 -3.69087 2.07333  0.31
C -3.21271 -4.60661 3.61912  -0.23
C -2.52965 -5.00376 0.70676  -0.21
Si -0.54950 -2.53302 2.28170  0.40
Si -0.61351 -1.98680 4.55958  0.29
C -2.18708 -1.00192 4.94061  -0.22
C -0.55726 -3.35128 5.87496  -0.23
C 0.83004 -0.85283 5.01832  -0.23
Si 0.88932 -4.40952 2.45556  0.31
C 0.22164 -5.87726 3.45428  -0.23
C 2.51938 -3.90242 3.27478  -0.23
C 1.40966 -5.26411 0.82960  -0.23
H -4.91519 -3.15325 1.36675  0.03
H -3.80331 -1.90488 0.77463  0.01
H -4.30045 -1.92499 2.47737  0.00
H -4.16349 -5.09679 3.38258  0.02
H -3.39268 -3.91988 4.45000  0.01
H -2.51357 -5.37122 3.96098  0.00
H -3.42709 -5.62896 0.75801  0.03
H -1.66206 -5.66168 0.80209  0.00
H -2.51233 -4.54963 -0.28710  0.01
H -3.08250 -1.61650 4.81426  0.01
H -2.27384 -0.15121 4.26626  -0.01
H -2.17242 -0.63323 5.97220  0.03
H -1.35455 -4.08568 5.75920  0.01
H -0.66511 -2.88207 6.85919  0.02
H 0.39692 -3.88191 5.86433  0.01
H 0.81037 0.05745 4.42040  -0.03
H 1.79000 -1.33821 4.83409  0.02
H 0.78621 -0.56647 6.07474  0.03
H -0.13200 -5.60105 4.44658  0.00
H 1.01611 -6.62242 3.56822  0.02
H -0.60590 -6.35626 2.92431  0.01
H 2.36809 -3.60632 4.31452  0.00
H 2.97096 -3.05592 2.75037  0.02
H 3.23485 -4.73081 3.26321  0.02
H 0.60725 -5.32552 0.09064  0.01
H 1.70328 -6.28910 1.07827  0.02
H 2.26831 -4.78730 0.35336  0.01
C 2.33866 2.17742 3.28766  -0.30
As 0.56243 2.26324 2.47420  1.11
C -0.53724 2.55471 4.07289  -0.30
C 0.66109 4.14715 1.94065  -0.29
H 2.43100 2.91166 4.08939  0.03
H 3.07006 2.38851 2.50819  0.01
H 2.53843 1.17976 3.66961  0.01
H -0.04518 3.26110 4.74379  0.03
H -0.71861 1.61992 4.59720  0.00
H -1.49271 2.97352 3.75241  0.02
H 0.89590 4.76124 2.81183  0.03
H -0.28954 4.46656 1.51699  0.01
H 1.44029 4.27957 1.19318  -0.01
C 3.63553 2.79023 -0.48211  -0.27
P 2.15684 2.30633 -1.46466  0.95
C 1.49863 3.96094 -1.92177  -0.29
C 2.97588 1.82257 -3.02936  -0.39
C 2.52257 2.23738 -4.28065  -0.11
C 3.10134 1.75096 -5.44679  -0.10
C 4.14515 0.84121 -5.38264  -0.11
C 4.60322 0.41528 -4.14167  -0.08
C 4.02192 0.89432 -2.97820  -0.11
H 4.14543 1.88424 -0.15029  0.03
H 3.30632 3.31881 0.41301  0.01
H 4.32242 3.42821 -1.04206  0.04
H 2.24097 4.58724 -2.42301  0.04
H 1.15630 4.45761 -1.01340  0.01
H 0.62808 3.84054 -2.56753  0.03
H 1.70574 2.94401 -4.35551  0.09
H 2.73174 2.08705 -6.40820  0.10
H 4.59551 0.46077 -6.29102  0.09
H 5.40976 -0.30444 -4.07559  0.10
H 4.36096 0.51533 -2.02042  0.08

***

We obtain ΔE to the lowest compared entry with this formula, charge and spin values of 6.17; 0.93 kcal/mol for the records listed above, in that order.
We obtain HOMO-LUMO gap values of 8.128; 6.529 eV for the records listed above, in that order.